Entry 1:
The following is a DFT calculation (ωB97M-V/def2-TZVPD) of a single C15H14BrN3O2 molecule in a non-equilibrium geometry.

**Molar mass**: 348.2 u
**HOMO**: -8.3 eV
**Lowest unoccupied orbital energy**: 0.6 eV
**Orbital gap**: 8.87 eV

```
35
Properties=species:S:1:pos:R:3:forces:R:3
C 2.396 -4.077 -0.318 0.01 0.01 0.00
C 2.481 -2.593 -0.159 -0.49 0.21 0.05
C 3.752 -1.964 -0.175 0.14 0.38 0.03
C 3.874 -0.618 -0.033 0.51 -0.58 -0.10
N 2.764 0.139 0.128 -0.67 -0.45 0.00
C 2.586 1.481 0.288 -0.33 0.82 0.10
C 1.230 1.682 0.407 0.68 0.07 0.06
C 0.489 2.963 0.608 -0.13 -0.03 -0.15
C -0.616 3.141 -0.443 0.03 0.31 0.01
N -1.517 2.019 -0.404 0.23 -0.20 0.02
C -2.844 2.124 -0.225 0.28 -0.21 -0.16
O -3.476 3.165 -0.215 -0.25 0.08 0.07
C -3.500 0.804 -0.067 -1.30 0.32 0.18
C -4.818 0.480 0.124 0.80 0.44 -0.13
C -4.880 -0.929 0.225 0.64 -0.36 -0.06
C -3.590 -1.346 0.085 -0.50 -0.32 0.09
Br -2.834 -3.048 0.101 -0.04 0.05 0.00
O -2.748 -0.324 -0.091 0.26 -0.10 -0.03
N 0.573 0.498 0.323 -0.07 -0.43 0.07
C 1.495 -0.433 0.152 0.10 0.37 0.03
C 1.362 -1.820 0.004 0.44 -0.48 -0.08
H 2.948 -4.574 0.478 0.01 -0.09 0.03
H 1.362 -4.409 -0.288 -0.05 -0.08 -0.01
H 2.836 -4.381 -1.267 0.01 -0.08 -0.05
H 4.637 -2.566 -0.303 0.14 0.01 -0.01
H 4.823 -0.103 -0.040 0.00 0.04 0.00
H 3.404 2.171 0.308 0.19 0.10 0.00
H 0.027 2.953 1.599 0.03 0.06 0.00
H 1.186 3.800 0.559 -0.02 0.03 0.04
H -1.193 4.050 -0.253 0.10 -0.08 -0.07
H -0.165 3.211 -1.441 -0.02 0.10 0.10
H -1.045 1.124 -0.255 -0.36 0.07 -0.05
H -5.632 1.171 0.184 -0.11 0.23 0.00
H -5.743 -1.543 0.377 -0.12 -0.17 0.03
H 0.373 -2.246 0.026 -0.15 -0.03 0.00
```
Positions in Å, forces in eV/Å.

Entry 2:
The following is a DFT calculation (ωB97M-V/def2-TZVPD) of a single C5H7N3 molecule in a non-equilibrium geometry.

**Molar mass**: 109.1 u
**HOMO**: -8.5 eV
**Lowest unoccupied orbital energy**: 0.7 eV
**Orbital gap**: 9.24 eV

```
15
Properties=species:S:1:pos:R:3:forces:R:3
H 3.148 2.288 -0.281 -2.10 -1.48 -0.03
N 2.282 1.776 -0.670 2.50 2.62 -1.31
C 1.482 1.148 0.038 1.18 -0.79 1.67
C 0.438 0.364 -0.470 -3.44 -1.99 -2.11
N 0.173 0.202 -1.847 1.62 1.04 0.68
C -0.716 -0.697 -1.955 -0.97 -1.05 -0.08
N -1.140 -1.169 -0.736 -0.28 0.03 0.57
C -0.450 -0.458 0.233 0.35 0.60 0.06
C -0.875 -0.369 1.680 1.40 -0.38 1.40
H 1.636 0.836 1.057 0.32 0.71 1.16
H -1.129 -1.066 -2.889 0.07 -0.01 0.23
H -1.812 -1.921 -0.578 0.39 0.65 -0.03
H -1.882 -0.634 1.882 -1.16 -0.45 -0.44
H -0.325 -0.959 2.487 -0.14 0.45 -1.44
H -0.829 0.659 2.048 0.25 0.06 -0.33
```
Positions in Å, forces in eV/Å.

Entry 3:
The following is a DFT calculation (ωB97M-V/def2-TZVPD) of a molecular structure, C2H6O2Rb in a non-equilibrium geometry.

**Molar mass**: 147.5 u
**HOMO**: -14.4 eV
**Lowest unoccupied orbital energy**: -3.7 eV
**Orbital gap**: 10.71 eV
**Net charge**: +1

```
11
Properties=species:S:1:pos:R:3:forces:R:3
Rb 1.665 1.568 -2.055 -0.14 0.02 0.04
C 0.272 -0.034 0.825 0.59 -0.37 1.09
C -0.845 -0.423 -0.079 -0.42 0.13 0.01
O -1.242 0.744 -0.806 0.47 0.04 -0.52
O 1.544 -0.121 0.158 -0.01 0.25 -0.28
H 0.286 -0.702 1.692 -0.03 -0.08 -0.15
H 0.130 0.966 1.242 -0.11 0.10 -0.24
H -1.671 -0.782 0.538 -0.08 -0.01 -0.13
H -0.511 -1.227 -0.741 -0.08 -0.01 -0.01
H -1.824 0.500 -1.533 -0.17 -0.07 0.15
H 2.196 -0.490 0.759 -0.02 0.00 0.03
```
Positions in Å, forces in eV/Å.